[1]
73
Properties=species:S:1:pos:R:3 method="wB97M-V/def2-TZVPD" homo_energy_ha=-0.194 total_charge=-1 energy_ha=-2166.1513
Be 1.471 2.878 -0.835
C 0.888 5.185 -2.255
O 1.675 4.426 -1.270
H 1.628 5.853 -2.749
H 0.470 4.327 -2.956
H 0.114 5.801 -1.706
C 3.327 2.057 0.864
O 2.281 1.908 -0.114
H 3.177 1.273 1.600
H 4.255 1.865 0.303
H 3.434 3.031 1.250
N -4.763 -1.219 0.119
O -6.043 -0.943 0.058
O -4.255 -1.571 1.184
O -4.031 -1.227 -0.918
O 0.228 2.487 -1.614
P -1.140 1.940 -1.794
N -1.221 0.751 -2.852
C -0.898 1.291 -4.170
C -0.746 -0.632 -2.508
N -2.083 3.048 -2.546
C -2.556 4.325 -2.047
C -3.221 2.596 -3.355
N -1.724 1.674 -0.294
C -3.131 1.376 -0.026
C -0.823 1.714 0.905
H -0.423 0.427 -4.684
H -0.198 2.132 -4.093
H -1.869 1.549 -4.649
H 0.227 -0.628 -1.998
H -0.567 -1.055 -3.488
H -1.546 -1.142 -1.972
H -3.265 4.239 -1.200
H -1.813 5.027 -1.628
H -3.074 4.775 -2.872
H -3.243 3.198 -4.296
H -3.112 1.561 -3.676
H -4.202 2.637 -2.808
H -3.660 2.276 0.197
H -3.655 0.867 -0.833
H -3.238 0.706 0.871
H -1.170 0.985 1.637
H -0.927 2.676 1.397
H 0.128 1.384 0.600
O 3.814 -2.579 2.454
P 2.376 -2.844 2.274
N 1.872 -4.468 2.334
C 2.289 -5.029 3.662
C 2.297 -5.269 1.231
N 1.884 -2.315 0.765
C 0.490 -2.220 0.455
C 2.828 -1.951 -0.300
N 1.393 -2.162 3.455
C 1.628 -0.708 3.596
C 0.095 -2.690 3.941
H 3.415 -5.231 3.672
H 1.681 -5.900 3.966
H 2.057 -4.270 4.408
H 1.811 -4.971 0.336
H 2.154 -6.307 1.402
H 3.405 -5.178 1.055
H 0.280 -2.843 -0.471
H -0.136 -2.551 1.297
H 0.131 -1.224 0.145
H 2.444 -1.154 -0.882
H 3.767 -1.728 0.238
H 3.068 -2.783 -0.960
H 1.458 -0.261 2.590
H 0.871 -0.348 4.335
H 2.632 -0.444 3.989
H -0.788 -2.229 3.433
H 0.070 -2.414 4.983
H 0.007 -3.759 3.818

---

[2]
18
Properties=species:S:1:pos:R:3 method="wB97M-V/def2-TZVPD" homo_energy_ha=-0.304 energy_ha=-323.2240 de_lowest_kcal_mol=51.8
N 1.965 -0.369 -0.238
C 1.941 0.649 0.651
N 1.014 1.079 1.422
C -0.346 0.519 1.413
C -1.129 0.831 0.107
C -1.433 -0.326 -0.892
N -0.319 -1.324 -0.931
H 2.801 -0.608 -0.732
H 1.078 -0.827 -0.417
H 2.854 1.212 0.824
H -0.459 -0.564 1.531
H -0.768 1.248 2.092
H -0.584 1.624 -0.430
H -2.125 1.303 0.203
H -1.482 0.066 -1.902
H -2.319 -0.798 -0.459
H -0.164 -1.592 -1.891
H -0.526 -2.122 -0.351

---

[3]
15
Properties=species:S:1:pos:R:3 method="wB97M-V/def2-TZVPD" homo_energy_ha=-0.343 energy_ha=-345.6221 de_lowest_kcal_mol=114.7
C -1.734 -0.016 0.101
C -0.237 0.018 -0.136
C 0.536 0.752 1.008
C 0.589 -1.219 -0.316
O 0.669 -0.040 2.156
C 0.990 -0.531 -1.576
O 0.119 0.596 -1.417
H -2.125 0.997 -0.050
H -1.946 -0.334 1.125
H -2.240 -0.684 -0.601
H 1.500 1.093 0.601
H -0.038 1.639 1.293
H 1.071 -0.876 1.870
H 2.060 -0.266 -1.581
H 0.786 -1.127 -2.477

---

[4]
34
Properties=species:S:1:pos:R:3 method="wB97M-V/def2-TZVPD" spin_multiplicity=3 homo_energy_ha="-0.383 / -0.459" total_charge=+1 energy_ha=-649.1100 de_lowest_kcal_mol=20.6
C -0.144 -2.168 -0.085
C 0.916 -0.048 -0.034
C 1.080 -2.754 0.171
C -0.270 -0.748 -0.191
C 2.122 -0.679 0.147
C -3.915 0.887 0.608
C -3.738 -0.586 0.288
C -2.559 1.544 0.883
C -2.644 -0.968 -0.741
C -1.732 1.250 -0.373
C 4.053 1.286 -1.011
N 2.231 -2.035 0.263
N -1.446 -0.145 -0.477
N 4.937 1.061 1.073
N 4.519 0.397 0.000
H -1.005 -2.778 -0.288
H 0.834 0.954 -0.172
H 1.355 -3.735 0.254
H -4.232 1.265 -0.337
H -4.550 0.928 1.483
H -3.370 -0.933 1.325
H -4.777 -0.883 0.170
H -2.695 2.675 1.032
H -1.949 0.982 1.569
H -2.270 -1.931 -0.771
H -3.118 -0.709 -1.675
H -2.332 1.622 -1.150
H -0.817 1.895 -0.636
H 5.010 1.832 -1.457
H 3.592 0.642 -1.777
H 3.157 1.929 -0.912
H 3.037 -2.633 0.221
H 5.629 0.526 1.571
H 5.088 2.056 1.031

---

[5]
20
Properties=species:S:1:pos:R:3 method="wB97M-V/def2-TZVPD" spin_multiplicity=6 homo_energy_ha="-0.331 / -0.365" energy_ha=-3038.5297 de_lowest_kcal_mol=0.0
Co 0.130 0.067 -0.977
Cl -0.012 -1.002 -3.007
C 1.310 1.485 -0.381
H 1.523 1.340 0.700
H 0.921 2.502 -0.572
H 2.239 1.309 -0.959
V -1.719 -0.011 -1.857
C -3.152 -1.260 -1.436
C -2.230 1.536 -2.913
C -1.608 0.797 -0.199
H -2.277 2.417 -2.253
H -1.512 1.737 -3.725
H -3.212 1.368 -3.379
H -3.423 -1.101 -0.381
H -4.029 -1.072 -2.076
H -2.855 -2.313 -1.572
H -1.590 1.886 -0.080
H -1.804 0.254 0.731
N 0.818 -2.292 0.716
C 0.475 -1.365 0.080

---

[6]
110
Properties=species:S:1:pos:R:3 method="wB97M-V/def2-TZVPD" homo_energy_ha=-0.056 total_charge=-2 energy_ha=-4598.2756
Na 0.057 0.511 0.305
S -1.902 -2.160 0.936
P -2.454 -1.285 -0.756
C -1.269 -0.327 -1.517
P -1.835 0.771 -2.728
S -1.481 2.708 -2.441
C -3.556 0.660 -3.413
C -4.500 1.621 -3.053
C -5.832 1.480 -3.405
C -6.245 0.376 -4.140
C -5.306 -0.556 -4.556
C -3.973 -0.409 -4.202
C -0.905 0.378 -4.282
C 0.187 -0.480 -4.237
C 0.970 -0.691 -5.366
C 0.667 -0.039 -6.552
C -0.430 0.813 -6.609
C -1.207 1.022 -5.480
C -2.957 -2.771 -1.782
C -3.758 -3.812 -1.311
C -3.893 -4.990 -2.030
C -3.206 -5.172 -3.224
C -2.373 -4.163 -3.685
C -2.244 -2.988 -2.958
C -4.049 -0.452 -0.304
C -3.937 0.871 0.131
C -5.012 1.533 0.703
C -6.227 0.879 0.847
C -6.363 -0.422 0.384
C -5.284 -1.082 -0.187
H -4.164 2.488 -2.499
H -6.557 2.224 -3.093
H -7.290 0.251 -4.398
H -5.615 -1.411 -5.147
H -3.248 -1.132 -4.546
H 0.406 -0.981 -3.298
H 1.817 -1.366 -5.320
H 1.280 -0.196 -7.433
H -0.671 1.320 -7.537
H -2.050 1.703 -5.509
H -4.247 -3.720 -0.350
H -4.525 -5.784 -1.647
H -3.296 -6.104 -3.771
H -1.815 -4.292 -4.606
H -1.561 -2.214 -3.283
H -2.999 1.393 -0.024
H -4.899 2.560 1.029
H -7.073 1.388 1.298
H -7.318 -0.929 0.470
H -5.419 -2.087 -0.561
C 2.055 2.759 -3.385
C 3.039 3.697 -3.094
C 3.542 3.758 -1.812
C 3.062 2.865 -0.832
N 2.073 2.007 -1.105
C 1.595 1.969 -2.346
N 3.750 2.844 0.356
C 3.309 2.407 1.494
N 2.077 2.007 1.906
C 2.136 1.815 3.248
N 1.266 1.481 4.148
C -0.060 1.152 4.018
C -0.693 0.862 5.247
C -2.010 0.463 5.270
C -2.689 0.353 4.063
C -2.000 0.669 2.905
N -0.732 1.072 2.857
C 3.522 2.071 3.750
C 4.072 2.081 5.016
C 5.414 2.431 5.137
C 6.171 2.762 4.016
C 5.601 2.768 2.745
C 4.270 2.416 2.637
H 1.650 2.648 -4.382
H 3.418 4.359 -3.865
H 4.303 4.474 -1.530
H 0.789 1.265 -2.508
H -0.103 0.955 6.149
H -2.508 0.237 6.207
H -3.718 0.024 4.012
H -2.511 0.591 1.960
H 3.469 1.838 5.882
H 5.876 2.465 6.118
H 7.217 3.019 4.143
H 6.169 3.054 1.868
N 3.586 -1.679 2.964
C 3.128 -1.939 4.255
C 4.032 -2.165 5.282
C 3.588 -2.453 6.570
C 2.235 -2.497 6.840
C 1.323 -2.278 5.809
C 1.758 -2.022 4.524
S 0.585 -1.809 3.205
N 1.505 -1.285 1.935
C 2.772 -1.280 1.905
C 3.464 -0.925 0.647
C 4.797 -0.507 0.617
C 5.404 -0.274 -0.603
C 4.676 -0.478 -1.763
C 3.357 -0.894 -1.631
N 2.765 -1.110 -0.471
H 4.575 -1.557 2.864
H 5.096 -2.125 5.071
H 4.313 -2.645 7.352
H 1.882 -2.701 7.843
H 0.256 -2.313 5.997
H 5.354 -0.327 1.528
H 6.435 0.053 -0.647
H 5.108 -0.302 -2.738
H 2.750 -1.062 -2.514

---

[7]
21
Properties=species:S:1:pos:R:3 method="wB97M-V/def2-TZVPD" homo_energy_ha=-0.301 energy_ha=-797.6063 de_lowest_kcal_mol=27.4
H -4.098 -0.012 -1.522
N -3.342 0.619 -1.028
C -2.269 0.268 -0.562
S -1.577 -1.429 -0.438
C 0.011 -0.689 -0.005
C 1.256 -1.387 -0.019
C 2.226 -0.652 -0.990
C 1.908 -1.425 1.489
N -0.074 0.638 0.061
N -1.398 1.113 -0.032
C -1.616 2.516 0.179
H 1.008 -2.443 -0.261
H 1.741 -0.663 -1.901
H 3.158 -1.162 -1.107
H 2.301 0.344 -0.634
H 2.082 -0.407 1.860
H 2.697 -2.174 1.669
H 1.145 -1.681 2.211
H -2.498 2.666 0.737
H -0.917 2.796 0.983
H -1.742 3.162 -0.690

---

[8]
48
Properties=species:S:1:pos:R:3 method="wB97M-V/def2-TZVPD" homo_energy_ha=-0.475 total_charge=+1 energy_ha=-1053.6442 de_lowest_kcal_mol=135.1
O -1.187 0.340 0.379
C -2.123 -0.425 -0.340
C -1.809 -1.892 -0.213
N -0.316 -2.151 -0.540
C -0.167 -2.156 -2.073
C 0.591 -3.335 -2.680
H -1.646 0.871 0.949
H -3.114 -0.187 0.004
H -2.182 -0.121 -1.405
H -1.883 -2.222 1.005
H -2.251 -2.773 -0.676
H -0.074 -2.945 -0.042
H 0.207 -1.414 0.022
H -1.253 -1.896 -2.535
H 0.355 -1.266 -2.390
H 0.393 -4.337 -2.035
H 0.185 -3.432 -3.717
H 1.761 -3.146 -3.041
H 2.790 0.541 3.417
H 2.970 -0.899 3.639
O 2.354 -0.244 3.853
H 3.191 1.523 -1.706
H 2.142 1.896 -0.724
O 2.842 1.218 -0.796
H 0.391 2.014 -4.038
H -0.554 3.063 -3.697
O -0.434 2.219 -4.196
H 0.096 1.866 -0.858
H 0.296 3.380 -1.123
O 0.384 2.485 -1.532
H -0.529 -4.084 2.450
H -0.063 -2.663 2.233
O -0.576 -3.379 1.866
H 1.335 -0.829 2.453
H 0.145 0.002 2.383
O 0.440 -0.799 2.102
H 3.217 1.021 1.140
H 4.624 0.255 1.355
O 3.872 0.695 1.748
H -2.552 2.678 1.733
H -3.282 1.919 2.703
O -2.854 1.803 1.935
H 0.401 3.774 2.721
H -0.892 3.061 3.232
O -0.380 3.333 2.396
H -1.256 1.109 -3.422
H -2.572 0.643 -2.682
O -1.603 0.391 -2.970

---

[9]
143
Properties=species:S:1:pos:R:3 method="wB97M-V/def2-TZVPD" homo_energy_ha=-0.255 total_charge=-1 energy_ha=-3632.9278 de_lowest_kcal_mol=149.2
P -0.027 0.363 0.737
F 1.053 1.349 0.056
F 1.269 -0.526 1.148
F 0.061 1.276 2.140
F -1.023 -0.563 1.577
F -1.256 1.285 0.196
F -0.400 -0.637 -0.588
C 7.060 1.163 -2.795
O 8.230 0.796 -2.071
C 9.300 1.745 -2.179
C 10.222 1.431 -0.974
N 9.821 1.913 0.357
C 8.792 1.119 1.011
C 8.123 1.960 2.141
O 7.156 2.928 1.831
C 6.079 2.576 0.980
H 6.665 2.150 -2.552
H 6.248 0.451 -2.649
H 7.406 1.125 -3.828
H 9.030 2.782 -1.982
H 9.724 1.628 -3.176
H 11.258 1.712 -1.162
H 10.264 0.342 -1.003
H 9.444 2.848 0.295
H 9.145 0.129 1.299
H 8.064 0.824 0.255
H 8.943 2.485 2.630
H 7.613 1.314 2.856
H 5.343 3.375 0.890
H 5.599 1.695 1.407
H 6.464 2.375 -0.020
C -2.668 -5.382 -4.819
O -3.217 -6.659 -5.042
C -4.511 -6.614 -5.660
C -4.626 -7.938 -6.528
N -3.923 -7.903 -7.815
C -4.215 -9.141 -8.529
C -3.212 -9.434 -9.702
O -3.197 -10.832 -10.027
C -4.472 -11.336 -10.522
H -3.302 -4.763 -4.184
H -2.531 -4.808 -5.735
H -1.672 -5.560 -4.414
H -4.668 -5.801 -6.368
H -5.193 -6.468 -4.823
H -5.701 -7.904 -6.702
H -4.407 -8.754 -5.839
H -2.942 -7.731 -7.647
H -5.251 -9.090 -8.864
H -4.218 -10.020 -7.885
H -2.167 -9.232 -9.469
H -3.540 -8.855 -10.565
H -4.864 -10.690 -11.307
H -5.183 -11.394 -9.698
H -4.378 -12.363 -10.874
C -4.357 15.307 -5.512
O -3.909 14.748 -4.246
C -2.915 13.655 -4.394
C -2.374 13.300 -2.976
N -1.523 12.149 -2.934
C -1.292 11.777 -1.588
C -0.620 10.367 -1.486
O -1.483 9.264 -1.573
C -0.951 8.059 -0.988
H -4.552 14.538 -6.259
H -3.558 15.837 -6.031
H -5.314 15.821 -5.433
H -2.165 13.952 -5.128
H -3.519 12.851 -4.812
H -3.141 13.247 -2.203
H -1.841 14.162 -2.575
H -0.613 12.352 -3.323
H -2.229 11.633 -1.050
H -0.754 12.567 -1.063
H -0.311 10.361 -0.441
H 0.339 10.261 -1.994
H -0.057 7.846 -1.574
H -1.612 7.194 -1.040
H -0.523 8.294 -0.014
C -2.302 -6.150 2.973
O -1.069 -6.189 3.753
C -0.422 -5.001 3.852
C -0.903 -4.121 4.987
N -0.576 -4.745 6.257
C -1.203 -4.112 7.436
C -2.746 -4.248 7.582
O -3.245 -3.954 8.856
C -3.174 -2.647 9.385
H -2.898 -5.315 3.341
H -2.926 -7.037 3.081
H -2.219 -6.014 1.895
H -0.365 -4.566 2.855
H 0.633 -5.249 3.963
H -1.937 -3.836 4.793
H -0.345 -3.219 4.734
H 0.426 -4.652 6.345
H -0.910 -3.062 7.451
H -0.801 -4.648 8.296
H -2.893 -5.301 7.344
H -3.233 -3.646 6.814
H -3.615 -1.846 8.791
H -2.159 -2.282 9.540
H -3.555 -2.619 10.405
C -6.643 -0.054 -0.769
C -6.791 1.441 -0.384
O -8.027 1.701 0.135
O -7.733 -0.578 -1.516
H -6.476 -0.634 0.139
H -5.794 -0.142 -1.448
H -6.632 1.887 -1.366
H -5.969 1.754 0.259
H -8.555 2.258 -0.441
H -8.522 -0.591 -0.969
C 4.073 -1.566 6.163
C 3.130 -0.378 6.471
O 3.024 -0.259 7.863
O 3.611 -2.720 6.868
H 5.130 -1.364 6.334
H 4.095 -1.830 5.105
H 2.105 -0.428 6.103
H 3.531 0.493 5.952
H 3.806 0.220 8.149
H 3.692 -2.566 7.812
C 5.629 -4.086 -0.757
C 4.377 -4.888 -1.240
O 4.480 -5.272 -2.588
O 6.775 -4.893 -0.698
H 5.442 -3.710 0.249
H 5.848 -3.186 -1.331
H 3.442 -4.338 -1.133
H 4.384 -5.784 -0.618
H 3.808 -5.894 -2.878
H 6.877 -5.250 -1.583
C -3.114 1.515 5.750
C -2.143 2.088 6.849
O -2.587 3.339 7.454
O -3.416 2.446 4.734
H -4.090 1.322 6.194
H -2.744 0.581 5.327
H -1.260 2.384 6.283
H -1.856 1.308 7.555
H -1.943 3.680 8.080
H -2.866 2.169 3.997